(1)
The molecule C3H4N2O. Source: the Open Molecules 2025 dataset; level of theory: ωB97M-V/def2-TZVPD.

Cartesian coordinates (Å):
C  -1.4033  -0.3477  0.0313
C  0.0640  -0.1077  0.0437
C  0.8644  0.9191  -0.3350
N  2.1550  0.5494  -0.0507
N  2.1736  -0.5991  0.4580
O  0.8572  -1.0608  0.5399
H  -1.6116  -1.4191  0.0520
H  -1.8541  0.0821  -0.8657
H  -1.8718  0.1110  0.9067
H  0.6264  1.8727  -0.7801

Properties
HOMO energy ... -10.1 eV
F_max ... 0.0082 hartree/bohr
Energy above the lowest of the compared OMol25 structures with the same formula, charge and spin ... 49.68 kcal/mol
2S+1 ... 1
LUMO energy ... 0.8 eV
Orbital gap ... 10.9 eV
SMILES ... Cc1cnno1

=====

(2)
The molecule C3H4N2O in a non-equilibrium geometry. Source: the Open Molecules 2025 dataset; level of theory: ωB97M-V/def2-TZVPD.

Cartesian coordinates (Å):
N  -0.7876  0.6645  -0.5538
C  -0.7938  -0.3845  0.6790
O  -1.5848  -0.4221  1.5582
C  0.5773  -0.8861  0.3737
C  0.9894  0.5059  -0.2526
N  1.7927  1.3312  -0.5067
H  -1.0278  1.6508  -0.4681
H  -0.9283  0.3633  -1.5191
H  1.1379  -1.3583  1.1968
H  0.5324  -1.5757  -0.4800

Properties
HOMO energy ... -8.4 eV
F_max ... 0.0541 hartree/bohr
Energy above the lowest of the compared OMol25 structures with the same formula, charge and spin ... 77.74 kcal/mol
2S+1 ... 1
LUMO energy ... 0.4 eV
Orbital gap ... 8.8 eV

=====

Q: Among the records above, which one has the highest orbital gap?
A: number 1

=====

Q: What is the F_max in the first record?
A: 0.0082 hartree/bohr

=====

Copy entry 2 word for word.
The molecule C3H4N2O in a non-equilibrium geometry. Source: the Open Molecules 2025 dataset; level of theory: ωB97M-V/def2-TZVPD.

Cartesian coordinates (Å):
N  -0.7876  0.6645  -0.5538
C  -0.7938  -0.3845  0.6790
O  -1.5848  -0.4221  1.5582
C  0.5773  -0.8861  0.3737
C  0.9894  0.5059  -0.2526
N  1.7927  1.3312  -0.5067
H  -1.0278  1.6508  -0.4681
H  -0.9283  0.3633  -1.5191
H  1.1379  -1.3583  1.1968
H  0.5324  -1.5757  -0.4800

Properties
HOMO energy ... -8.4 eV
F_max ... 0.0541 hartree/bohr
Energy above the lowest of the compared OMol25 structures with the same formula, charge and spin ... 77.74 kcal/mol
2S+1 ... 1
LUMO energy ... 0.4 eV
Orbital gap ... 8.8 eV

=====

Q: What is the F_max in the first record?
A: 0.0082 hartree/bohr